Molecular formula: C56H41BCrF4I4N6P
Method: DFT, ωB97M-V/def2-TZVPD

The expectation value of S² is 3.789. The energy relative to the best compared isomer or geometry (same formula, charge and spin) comes out at 1.51 kcal per mole. As for the charge: 0. Its total energy is -149347.750 eV. As for the spin multiplicity: 4. The calculation puts the HOMO-LUMO gap (spin up / spin down) at 5.80 / 5.84 eV. The value obtained for the HOMO energy (spin up / spin down) is -7.34 / -7.41 eV.

Last column: Mulliken charge in e.
Cartesian coordinates (Å):
I 1.511 8.953 4.589  0.090
I -2.612 5.564 -8.154  0.105
I -0.346 -7.819 -5.167  0.097
I 6.819 -3.721 6.001  0.095
Cr 0.651 0.560 -0.400  -0.493
P -0.717 -2.796 1.874  1.583
F -1.654 2.889 2.351  -0.139
F -0.626 0.935 1.732  0.729
F -1.311 1.213 3.907  -0.344
F -2.879 0.963 2.250  -0.192
N -3.505 0.469 -0.603  0.454
N 0.406 2.556 -0.829  1.639
N 1.959 1.200 1.086  0.198
N 0.637 0.202 -2.430  0.213
N -1.343 0.165 -0.704  1.595
N 1.650 -1.247 -0.268  1.822
C -1.963 -1.040 -0.945  -0.890
C 0.170 4.827 -0.600  -1.657
C -0.520 4.046 -6.592  -0.742
C 0.046 -5.995 -4.252  -0.116
C -0.757 3.147 -4.362  -0.397
C -3.305 -0.863 -0.878  -1.162
C 0.091 1.056 -3.366  0.403
C 2.561 6.581 3.046  -0.811
C -2.056 3.645 -4.321  -0.119
C 0.092 5.401 2.565  -0.075
C 3.887 -1.594 2.750  -0.212
C 0.568 -3.546 -3.029  -0.744
C -4.776 1.114 -0.322  -0.894
C 0.936 -5.105 -4.840  -0.733
C -0.191 4.515 -1.869  -1.783
C -3.365 -2.067 2.387  -0.613
C 0.164 6.586 3.281  -0.896
C 1.192 -3.889 -4.226  -0.167
C -4.478 -4.181 0.979  -0.745
C -4.740 -2.151 2.228  -0.643
C 1.399 7.173 3.518  -0.059
C -3.101 -4.099 1.145  -0.611
C -2.592 4.333 -5.398  -0.769
C 0.501 -1.055 -2.963  1.452
C 1.812 2.404 1.754  1.118
C 2.478 5.394 2.335  -0.203
C 1.455 -2.311 -1.102  0.815
C 2.433 2.334 3.046  -1.531
C -1.818 4.530 -6.534  -0.061
C -0.314 0.318 -4.528  -1.372
C -2.304 1.046 -0.496  -1.536
C 0.840 -2.256 -2.341  -0.032
C 2.992 -0.938 1.756  0.314
C -0.579 -5.676 -3.056  -0.939
C -0.025 3.101 -2.010  0.019
C -0.084 -0.986 -4.270  -1.723
C 2.513 -1.689 0.698  0.294
C 3.435 -2.655 3.529  0.351
C -5.303 -3.205 1.519  -0.612
C 5.196 -1.153 2.922  -0.370
C 0.003 3.357 -5.508  -0.014
C -0.198 2.402 -3.200  0.837
C -2.525 -3.041 1.848  0.490
C 1.180 3.539 1.283  0.253
C 6.036 -1.755 3.846  -0.719
C -0.312 -4.457 -2.450  0.066
C 2.856 -3.068 0.465  -1.490
C 5.565 -2.811 4.613  -0.096
C 2.667 0.403 1.944  0.812
C 1.248 4.791 2.086  -0.523
C 0.561 3.604 0.032  0.365
C -0.436 -2.210 3.589  -1.032
C 4.263 -3.264 4.460  -1.090
C 2.977 1.107 3.158  -1.537
C 2.172 -3.464 -0.627  -1.793
C -0.128 -4.536 2.052  -1.577
B -1.630 1.513 2.591  -0.217
H -4.731 1.565 0.667  0.354
H -5.371 -1.385 2.661  0.465
H -1.407 -1.943 -1.114  0.556
H -0.881 -2.877 4.330  0.557
H -0.797 -4.207 -1.512  0.584
H 0.215 5.803 -0.147  0.594
H 1.018 2.981 -5.550  0.504
H -0.764 0.749 -5.406  0.540
H -0.822 -1.200 3.726  0.155
H -1.270 -6.369 -2.596  0.453
H 1.895 -3.200 -4.676  0.582
H 3.499 0.686 4.000  0.576
H -4.905 -5.015 0.435  0.414
H -0.721 -5.097 2.778  0.483
H 5.563 -0.330 2.321  0.516
H 0.909 -4.504 2.390  0.399
H -5.552 0.353 -0.334  0.366
H -6.378 -3.272 1.401  0.382
H -0.312 -1.833 -4.893  0.544
H -2.954 -1.220 2.919  0.260
H -2.160 2.077 -0.216  0.718
H 2.416 -3.001 3.415  0.000
H 7.052 -1.404 3.965  0.386
H -3.605 4.707 -5.354  0.386
H 2.195 -4.425 -1.114  0.582
H -2.474 -4.873 0.717  0.315
H -4.122 -1.558 -0.959  0.437
H -0.740 7.044 3.660  0.405
H -2.658 3.484 -3.434  0.560
H 0.642 -2.161 3.753  0.080
H 1.431 -5.360 -5.766  0.383
H 3.892 -4.081 5.064  0.430
H 3.558 -3.641 1.047  0.618
H -0.131 -5.064 1.098  0.304
H 2.411 3.119 3.783  0.639
H 3.384 4.937 1.954  0.525
H -0.864 4.924 2.399  0.616
H 0.083 4.207 -7.476  0.385
H -5.001 1.864 -1.078  0.268
H 3.523 7.042 3.224  0.375
H -0.491 5.188 -2.655  0.567

***

Molecular formula: C56H41Cl5IN9O5Pb
Method: DFT, ωB97M-V/def2-TZVPD

The energy relative to the best compared isomer or geometry (same formula, charge and spin) comes out at 48.50 kcal per mole. As for the charge: 0. Its total energy is -158338.739 eV. As for the spin multiplicity: 1. The calculation puts the HOMO-LUMO gap (spin up / spin down) at 4.11 / 4.11 eV. The value obtained for the HOMO energy (spin up / spin down) is -6.69 / -6.69 eV.

Last column: Mulliken charge in e.
Cartesian coordinates (Å):
Pb -9.944 -26.462 15.164  1.558
I -13.164 -30.268 16.600  0.008
Cl -5.781 -29.456 14.391  -0.201
Cl -10.385 -28.325 11.881  -0.242
Cl -6.409 -30.636 9.138  -0.227
Cl -9.501 -29.943 9.385  -0.182
Cl -4.594 -30.647 11.721  -0.191
O -14.813 -18.348 14.704  -0.434
O -3.844 -23.774 9.560  -0.437
O -3.589 -26.996 22.258  -0.470
O -16.142 -28.631 21.638  -0.433
O -8.319 -28.090 14.091  -0.368
N -11.879 -25.467 12.084  -0.239
N -12.136 -25.448 15.955  0.547
N -13.884 -24.525 12.368  -0.889
N -12.685 -24.451 11.814  1.097
N -12.333 -23.350 11.025  -0.667
N -12.644 -26.319 12.790  -0.121
N -9.659 -24.076 14.528  0.682
N -7.707 -25.557 16.082  -0.701
N -9.848 -27.140 17.527  -0.079
C -6.016 -23.688 10.455  -0.958
C -4.547 -26.902 21.254  0.336
C -2.590 -28.015 22.059  -0.667
C -8.342 -29.616 10.649  -0.464
C -7.484 -26.769 18.184  0.864
C -12.276 -24.070 16.048  -0.888
C -13.880 -21.812 14.862  0.025
C -14.744 -27.557 18.389  -0.578
C -6.628 -27.719 20.389  -0.550
C -12.511 -21.762 15.143  -0.101
C -5.745 -25.965 15.041  -0.741
C -5.737 -26.590 16.251  -1.265
C -12.422 -28.278 16.240  -1.257
C -4.115 -23.630 11.979  -0.555
C -17.476 -28.908 21.274  -0.720
C -15.270 -28.490 20.574  0.513
C -6.977 -26.344 16.906  0.048
C -5.368 -26.034 19.227  -0.085
C -8.768 -22.337 13.268  -1.609
C -14.595 -20.649 14.727  -1.050
C -10.812 -27.113 19.623  -1.103
C -7.259 -24.252 13.916  1.616
C -6.181 -29.949 11.789  -0.293
C -5.708 -27.699 21.434  -0.622
C -11.028 -27.340 18.198  -0.018
C -4.638 -23.681 10.674  0.472
C -11.882 -20.524 15.328  -0.528
C -12.722 -25.951 17.132  -0.570
C -13.058 -23.756 17.182  -1.563
C -4.391 -26.020 20.198  -1.129
C -6.941 -25.192 14.965  0.051
C -4.981 -23.728 13.019  -0.657
C -9.478 -26.877 19.794  -1.621
C -13.816 -25.760 12.957  -0.195
C -13.941 -19.388 14.886  0.666
C -14.425 -16.980 14.422  -0.785
C -12.370 -27.414 17.518  3.404
C -8.496 -23.588 13.935  -0.175
C -15.607 -27.710 19.454  -0.622
C -6.691 -29.354 12.908  0.868
C -2.561 -24.410 9.638  -0.750
C -7.996 -28.706 13.012  -1.160
C -13.425 -27.950 18.578  -1.088
C -13.129 -28.920 19.548  0.267
C -11.773 -23.022 15.196  1.719
C -8.795 -28.926 11.818  0.538
C -6.479 -26.835 19.244  0.238
C -14.045 -29.217 20.560  -1.097
C -10.065 -22.057 13.523  -1.413
C -6.908 -23.917 11.501  -0.548
C -12.595 -19.346 15.326  -0.857
C -10.608 -23.112 14.443  0.301
C -6.348 -23.970 12.776  -0.092
C -8.859 -26.881 18.466  -0.139
C -13.303 -24.954 17.917  -1.197
C -6.994 -30.019 10.631  0.760
H -3.027 -28.738 21.385  0.355
H -16.547 -27.091 19.464  0.368
H -14.342 -22.786 14.798  0.504
H -8.015 -21.763 12.823  0.847
H -2.514 -25.234 10.405  0.340
H -1.624 -27.616 21.597  0.225
H -3.511 -25.381 20.211  0.447
H -18.040 -28.681 22.181  0.236
H -12.021 -18.423 15.575  0.367
H -11.338 -23.068 11.166  0.308
H -11.441 -28.447 15.738  0.275
H -1.772 -23.624 9.829  0.287
H -4.593 -23.740 14.018  0.736
H -5.848 -28.134 22.394  0.502
H -3.044 -23.529 12.104  0.478
H -12.953 -22.591 11.119  0.339
H -7.480 -28.370 20.532  0.621
H -10.592 -21.164 13.168  0.592
H -4.906 -27.175 16.718  0.669
H -12.151 -29.449 19.464  0.515
H -15.036 -26.862 17.554  0.547
H -14.687 -26.245 13.476  0.423
H -10.811 -20.472 15.512  0.508
H -15.231 -16.584 13.882  0.292
H -13.501 -16.971 13.824  0.341
H -14.347 -16.364 15.331  0.279
H -15.649 -20.683 14.499  0.439
H -13.325 -22.734 17.414  0.608
H -4.948 -25.987 14.298  0.714
H -2.241 -28.481 23.031  0.229
H -13.043 -27.858 15.387  0.466
H -7.970 -23.990 11.334  0.755
H -5.172 -25.377 18.392  0.464
H -11.571 -27.074 20.399  0.610
H -13.868 -25.076 18.811  0.762
H -8.969 -26.666 20.688  0.845
H -17.605 -30.008 21.145  0.251
H -6.330 -23.604 9.445  0.476
H -13.842 -29.911 21.376  0.391
H -2.351 -24.857 8.659  0.260
H -17.900 -28.419 20.386  0.340

***

It is found that the max |F| values, taken in the order of the records, are 0.014, 0.067 Eh/bohr.